(1)
Below is C22H15Cl2CoN5OS as an isolated structure, with properties calculated with ωB97M-V/def2-TZVPD.

M (Da): 527.3
Energy above the lowest of the compared OMol25 structures with the same formula, charge and spin (eV): 0.000
HOMO energy (alpha / beta) (eV): -7.5 / -7.6
Calculated total energy (eV): -106062.66902

ORCA input file:
```
! wB97M-V def2-TZVPD RIJCOSX def2/J DEFGRID3
* xyz 0 2
H -1.504 -3.001 -6.155
Co -0.259 0.978 -1.197
N -1.014 -1.621 -0.406
H -0.976 -0.469 5.505
C -1.226 -2.122 4.155
C -0.991 -0.969 0.833
H 5.322 3.193 -2.101
Cl 4.493 5.769 -1.264
H -0.509 5.966 -0.140
H -1.127 -1.870 7.524
C -1.342 -2.578 -5.173
H -1.462 -4.318 7.320
C 2.231 4.241 -1.167
C -1.503 -4.270 5.174
H -2.461 -2.839 -1.981
O 1.513 0.741 -1.952
Cl 4.460 0.561 -2.616
C -0.459 3.880 -0.660
H -0.927 -0.307 3.165
C -0.398 -1.578 -4.994
C -1.209 -2.330 6.548
C -0.945 -1.491 -2.668
N -1.137 -1.291 3.035
C 3.616 4.281 -1.454
C -1.890 -2.498 -2.832
C 0.112 5.150 -0.480
N 0.251 2.854 -1.072
N -1.136 -1.792 1.815
C -1.420 -3.494 4.029
S -0.829 0.768 0.934
C -0.194 -1.024 -3.739
C -2.083 -3.038 -4.092
H -2.820 -3.818 -4.232
H 1.913 6.292 -0.585
C 3.581 1.940 -2.058
H -1.500 -3.934 3.047
C 1.578 3.008 -1.337
C -1.124 -1.539 5.415
H 0.192 -1.232 -5.832
C -1.399 -3.701 6.435
N -0.763 -0.882 -1.382
C 1.447 5.326 -0.724
H -1.506 3.697 -0.452
H 0.569 -0.276 -3.578
H -1.653 -5.338 5.075
C 4.263 3.157 -1.882
C 2.225 1.820 -1.803
*
```

Atom-resolved charges from natural (NBO), all expressed in e:
1 H 0.216
2 Co 1.037
3 N -0.097
4 H 0.211
5 C 0.232
6 C 0.087
7 H 0.243
8 Cl 0.001
9 H 0.232
10 H 0.214
11 C -0.199
12 H 0.214
13 C -0.104
14 C -0.183
15 H 0.237
16 O -0.790
17 Cl 0.023
18 C 0.080
19 H 0.392
20 C -0.201
21 C -0.188
22 C 0.169
23 N -0.394
24 C -0.063
25 C -0.231
26 C -0.267
27 N -0.470
28 N -0.166
29 C -0.275
30 S -0.389
31 C -0.245
32 C -0.204
33 H 0.218
34 H 0.236
35 C -0.142
36 H 0.239
37 C 0.096
38 C -0.276
39 H 0.219
40 C -0.242
41 N -0.255
42 C -0.100
43 H 0.216
44 H 0.257
45 H 0.214
46 C -0.197
47 C 0.395



(2)
Below is C22H15Cl2N5O3S3Ti as an isolated structure, with properties calculated with ωB97M-V/def2-TZVPD.

M (Da): 612.4
Energy above the lowest of the compared OMol25 structures with the same formula, charge and spin (eV): 0.439
HOMO energy (eV): -14.5
Calculated total energy (eV): -117305.98329

ORCA input file:
```
! wB97M-V def2-TZVPD RIJCOSX def2/J DEFGRID3
* xyz 2 1
O -0.447 0.798 -2.395
N -0.222 -0.421 1.480
C 0.071 3.185 2.426
C 2.313 -2.090 -0.942
C -0.464 -1.815 3.446
H -2.407 -1.226 -4.497
H 3.682 -0.356 -0.705
C -0.341 0.587 3.694
C 0.242 4.397 0.320
H -0.362 -2.500 1.351
C 3.348 -3.006 -1.210
H -2.992 -0.010 -3.277
H 4.368 -2.604 -1.069
O -0.077 -1.617 -0.959
H -2.232 -1.488 -2.804
S -0.495 3.469 6.153
H 0.483 5.354 2.139
N -0.054 4.084 4.757
C -0.542 -0.709 4.245
N -2.282 0.181 -0.230
C 0.217 3.146 -0.356
H -0.260 2.153 -4.714
O 1.780 0.217 -0.573
H -1.966 1.871 -4.495
Cl 4.461 -5.419 -1.773
C 1.776 -4.693 -1.829
C -3.361 -0.240 0.025
C -0.022 2.009 1.676
C 2.611 -0.704 -0.657
C -0.414 1.819 4.452
N -0.689 1.885 5.750
C 0.763 -3.770 -1.672
H 0.361 5.292 -0.290
C -1.063 1.346 -4.873
C -0.101 3.089 3.876
S -4.788 -0.828 0.379
C 3.109 -4.319 -1.623
C -2.199 -0.762 -3.551
C -0.378 -1.626 2.057
S -0.629 0.007 -3.689
Ti -0.415 0.088 -0.550
H 0.161 3.082 -1.428
H -0.802 -0.795 5.291
C 0.268 4.404 1.684
H 1.579 -5.702 -2.167
H -0.519 -2.788 3.885
H -1.109 0.925 -5.888
N 0.060 2.002 0.313
Cl -0.815 -4.124 -2.346
C -0.195 0.712 2.330
C 0.990 -2.492 -1.166
*
```

Atom-resolved charges from natural (NBO), all expressed in e:
1 O -0.923
2 N -0.489
3 C -0.054
4 C -0.273
5 C -0.241
6 H 0.274
7 H 0.193
8 C -0.085
9 C -0.228
10 H 0.234
11 C -0.123
12 H 0.264
13 H 0.251
14 O -0.663
15 H 0.267
16 S 1.027
17 H 0.261
18 N -0.568
19 C -0.053
20 N -0.731
21 C 0.115
22 H 0.270
23 O -0.573
24 H 0.258
25 Cl 0.093
26 C -0.169
27 C 0.229
28 C 0.237
29 C 0.486
30 C 0.161
31 N -0.573
32 C -0.077
33 H 0.258
34 C -0.783
35 C 0.082
36 S 0.136
37 C -0.036
38 C -0.837
39 C 0.119
40 S 1.281
41 Ti 1.672
42 H 0.227
43 H 0.263
44 C -0.075
45 H 0.273
46 H 0.261
47 H 0.274
48 N -0.504
49 Cl 0.050
50 C 0.170
51 C 0.375